[1]
Formula: C13H17F9O9PS
Source: the OMol25 dataset
Level of theory: ωB97M-V/def2-TZVPD

Values from the calculation:
* Kohn-Sham gap: 10.153 eV
* net charge: -1
* DFT total energy: -76769.500 eV

Element x y z (Å)
C (4.06409, -0.13169, 2.45120)
C (3.23745, 1.10634, 1.99104)
C (2.85236, 0.88111, 0.50544)
C (1.52760, 1.55054, 0.08019)
O (0.42091, 0.70738, 0.50872)
C (-0.19789, 0.03383, -0.50910)
C (0.65633, -0.86021, -1.44611)
O (-0.96959, 0.81308, -1.45107)
C (-2.03417, 0.03839, -1.84358)
O (-2.73183, 0.25928, -2.70658)
O (-2.11175, -1.03676, -0.95162)
C (-1.39132, -0.65844, 0.22458)
C (-2.41896, 0.31607, 0.90103)
C (-3.89174, -0.11747, 0.74103)
O (-4.52657, 0.41408, -0.07369)
O (-4.50185, -1.07785, 1.54356)
C (-4.48497, -2.38726, 1.03401)
C (-4.77251, -2.72756, -0.42287)
O (-4.28632, -3.23513, 1.79176)
S (-0.84872, -2.05687, 1.29901)
O (0.56379, -2.28508, 1.21942)
O (-1.50848, -3.25706, 0.87225)
C (-1.18203, -1.71393, 3.09939)
F (-0.53678, -0.59761, 3.40138)
F (-2.43557, -1.64486, 3.41127)
F (-0.62254, -2.66261, 3.79364)
H (3.39835, -0.97967, 2.67786)
H (4.74147, -0.47449, 1.65280)
H (4.70009, 0.10769, 3.31652)
H (2.37904, 1.28161, 2.64958)
H (3.95636, 1.94244, 2.00162)
H (2.73430, -0.20963, 0.37605)
H (3.64201, 1.16991, -0.20591)
H (1.47096, 1.75782, -0.99740)
H (1.43611, 2.48996, 0.64651)
H (0.36658, -0.77245, -2.49843)
H (1.72368, -0.61096, -1.39813)
H (0.59744, -1.92766, -1.18293)
H (-2.22608, 0.45530, 1.97691)
H (-2.35406, 1.31160, 0.44983)
H (-3.95705, -3.37365, -0.76767)
H (-4.79650, -1.85800, -1.09075)
H (-5.74604, -3.22938, -0.48225)
F (1.85892, 4.01802, -4.88102)
P (2.87088, 3.32679, -3.79987)
F (2.87993, 4.76838, -3.02797)
F (3.24736, 2.56788, -5.19934)
F (3.22408, 1.89651, -3.07345)
F (1.51948, 2.99793, -2.92745)
F (4.46376, 3.67434, -3.67942)

[2]
Formula: C13H17N2
Source: the OMol25 dataset
Level of theory: ωB97M-V/def2-TZVPD

Values from the calculation:
* Kohn-Sham gap (spin up / spin down): 6.257 / 6.614 eV
* net charge: +1
* DFT total energy: -16724.985 eV
* energy above the lowest of the compared OMol25 structures with the same formula, charge and spin: 7.2698 eV

Element x y z (Å)
C (-1.16897, -2.16732, -1.89105)
C (-0.90287, -2.48393, -3.18863)
C (0.65452, -0.68174, -3.25026)
C (0.53212, -0.46310, -1.90911)
C (-0.53936, -1.15222, -1.26996)
C (-0.04997, -1.68771, -3.97395)
C (1.09563, 0.55635, -1.19469)
C (0.14738, 0.19069, 0.47694)
C (-1.87180, -1.09137, 0.78969)
C (0.21905, 0.13260, 3.00726)
C (-0.69599, 2.30097, 1.73179)
C (1.82007, 1.55442, 1.67154)
C (0.28063, 0.98035, 1.70621)
N (-0.77149, -0.67017, 0.12597)
N (0.19269, -1.99760, -5.29533)
H (-1.76378, -2.85373, -1.36006)
H (-1.29573, -3.44334, -3.44732)
H (1.22041, -0.01218, -3.89351)
H (1.86342, 1.37171, -1.17684)
H (-1.83383, -0.96760, 1.83668)
H (-2.60500, -1.68827, 0.31569)
H (0.89914, 0.61386, 3.67789)
H (-0.80221, -0.14290, 3.30975)
H (0.77422, -0.92962, 2.87360)
H (-1.35556, 2.11356, 2.49232)
H (-1.27233, 2.40076, 0.73696)
H (-0.19357, 3.19570, 1.88655)
H (2.01620, 2.08329, 2.54494)
H (1.78995, 2.22771, 0.82446)
H (2.57498, 0.79099, 1.73025)
H (-0.45831, -2.58440, -5.74133)
H (0.65974, -1.24256, -5.76231)

[3]
Formula: C13H17N3OS
Source: the OMol25 dataset
Level of theory: ωB97M-V/def2-TZVPD

Values from the calculation:
* Kohn-Sham gap: 8.706 eV
* DFT total energy: -31109.916 eV
* energy above the lowest of the compared OMol25 structures with the same formula, charge and spin: 1.4355 eV

Element x y z (Å)
C (5.22111, 0.41206, 0.62840)
C (4.60631, -0.52117, -0.40712)
C (3.68696, 0.24081, -1.36589)
O (2.58437, 0.83444, -0.71373)
C (1.54248, 0.06086, -0.30061)
C (1.37068, -1.29136, -0.58029)
C (0.25102, -1.95591, -0.11387)
C (-0.71407, -1.30394, 0.64079)
C (-1.92594, -2.03351, 1.11362)
S (-3.09117, -2.35189, -0.27945)
C (-3.75457, -0.76370, -0.45400)
N (-4.46092, -0.39785, -1.50284)
N (-4.79502, 0.87634, -1.21796)
C (-4.27998, 1.22717, -0.02061)
C (-4.44182, 2.56232, 0.59576)
N (-3.62380, 0.20887, 0.48380)
C (-0.54349, 0.04982, 0.91024)
C (0.56754, 0.72197, 0.44899)
H (4.43617, 0.92809, 1.17603)
H (5.82733, -0.14881, 1.33546)
H (5.85030, 1.15668, 0.14574)
H (5.39074, -1.00360, -0.99332)
H (4.03364, -1.29830, 0.10261)
H (3.35181, -0.41041, -2.18297)
H (4.22991, 1.08508, -1.80106)
H (2.09343, -1.83904, -1.16462)
H (0.12273, -3.00329, -0.34694)
H (-1.68328, -3.02704, 1.48870)
H (-2.47982, -1.46596, 1.85764)
H (-5.34837, 1.41131, -1.86776)
H (-3.89465, 3.31020, 0.02264)
H (-4.05000, 2.53689, 1.60784)
H (-5.49280, 2.84541, 0.62099)
H (-1.29418, 0.57538, 1.48024)
H (0.70734, 1.77211, 0.65356)

| no. | largest force on an atom (eV Å⁻¹) |
| --- | --- |
| 1 | 5.9 |
| 2 | 6.0 |
| 3 | 0.8 |